A structure of composition C41H53N2O3PdSSbSi3, computed with ωB97M-V with the def2-TZVPD basis set.

Calculated values
- Kohn-Sham gap (alpha / beta): 6.542 / 5.982 eV
- LUMO (alpha / beta): -0.0246 / -0.0547 hartree
- 2S+1: 1
- HOMO energy (alpha / beta): -7.21 / -7.47 eV

Element x y z (Å)
Pd1 0.0399 -0.0896 -0.5938
C1 3.4737 -2.8641 0.0064
Sb1 1.4242 -2.0862 0.2918
C2 2.2214 -0.3224 -0.7774
C3 2.3394 0.9877 -0.2399
C4 3.3353 1.9093 -0.6415
C5 3.3547 3.1623 -0.0784
C6 2.3853 3.5105 0.8644
C7 1.4609 2.5470 1.2344
N1 1.4453 1.3301 0.7254
Si1 2.1490 -0.6091 -2.6412
C8 1.0457 -2.1316 -3.0253
C9 1.3504 0.8961 -3.5209
C10 3.8290 -0.9693 -3.4974
C11 1.2488 -2.1116 2.5493
C12 0.1038 -1.2363 2.9188
C13 -0.4136 -1.2057 4.2189
C14 -1.5569 -0.4821 4.4891
C15 -2.1682 0.2241 3.4630
C16 -1.5890 0.1573 2.2093
N2 -0.4962 -0.5499 1.9512
Si2 0.5588 -3.9217 2.7518
C17 0.2341 -4.3741 4.5866
C18 -1.0830 -4.0041 1.7718
C19 1.7346 -5.2973 2.1445
Si3 2.8403 -1.6430 3.5120
C20 3.5229 0.0031 2.8321
C21 4.1849 -3.0020 3.5084
C22 2.5481 -1.3121 5.3807
H1 3.6682 -2.9202 -1.0612
H2 3.5768 -3.8533 0.4319
H3 4.1881 -2.1870 0.4648
H4 4.0623 1.6112 -1.3814
H5 4.1192 3.8736 -0.3613
H6 2.3544 4.4986 1.2945
H7 0.7046 2.7428 1.9881
H8 0.0404 -1.9728 -2.6325
H9 1.4468 -3.0436 -2.5858
H10 0.9514 -2.2888 -4.0945
H11 0.2713 0.7645 -3.5206
H12 1.6705 0.9835 -4.5539
H13 1.5862 1.8280 -3.0135
H14 4.2390 -1.9251 -3.1924
H15 4.5762 -0.2083 -3.3057
H16 3.6720 -1.0069 -4.5706
H17 0.0598 -1.7695 4.9996
H18 -1.9750 -0.4901 5.4858
H19 -3.0659 0.8003 3.6266
H20 -2.0278 0.6783 1.3669
H21 -0.6279 -3.8657 5.0004
H22 1.0894 -4.1546 5.2153
H23 0.0436 -5.4381 4.6709
H24 -1.4414 -3.0041 1.5325
H25 -1.8682 -4.5202 2.3174
H26 -0.9398 -4.5214 0.8259
H27 2.6953 -5.2698 2.6422
H28 1.9011 -5.2367 1.0761
H29 1.2913 -6.2649 2.3534
H30 3.7467 -0.0585 1.7707
H31 4.4273 0.3046 3.3531
H32 2.7882 0.7930 2.9621
H33 4.3478 -3.4378 2.5323
H34 3.9288 -3.8020 4.1954
H35 5.1259 -2.5754 3.8427
H36 1.9038 -0.4553 5.5488
H37 3.5009 -1.1022 5.8588
H38 2.1143 -2.1640 5.8944
O1 -1.6227 -0.0923 -2.5378
C23 -2.3175 -0.7170 -1.6998
O2 -1.8446 -1.2994 -0.6959
C24 -3.7948 -0.8005 -1.9091
C25 -4.6407 -0.7577 -0.8082
C26 -6.0075 -0.8604 -0.9891
C27 -6.5265 -1.0284 -2.2630
C28 -5.6829 -1.0503 -3.3623
C29 -4.3174 -0.9190 -3.1897
H39 -4.2135 -0.6412 0.1774
H40 -6.6729 -0.8240 -0.1380
H41 -7.5941 -1.1394 -2.3963
H42 -6.0949 -1.1785 -4.3533
H43 -3.6428 -0.9233 -4.0334
O3 -1.6276 1.7287 -0.3876
S1 -0.9380 2.1310 -1.6286
C30 -0.5656 3.8893 -1.3152
C31 -1.3285 4.6011 -0.4073
C32 -1.0306 5.9269 -0.1458
C33 0.0410 6.5318 -0.7831
C34 0.8185 5.8099 -1.6737
C35 0.5158 4.4848 -1.9387
C36 -2.2577 2.5612 -2.7962
C37 -3.5700 2.4507 -2.3790
C38 -4.5989 2.6594 -3.2794
C39 -4.3059 2.9965 -4.5896
C40 -2.9864 3.1310 -4.9947
C41 -1.9531 2.9021 -4.1025
H44 -2.1497 4.1064 0.0896
H45 -1.6298 6.4836 0.5618
H46 0.2722 7.5687 -0.5831
H47 1.6697 6.2709 -2.1539
H48 1.1214 3.9138 -2.6266
H49 -3.7767 2.1804 -1.3535
H50 -5.6214 2.5319 -2.9553
H51 -5.1121 3.1423 -5.2920
H52 -2.7544 3.3977 -6.0141
H53 -0.9243 2.9757 -4.4282

=====

A cluster of 2 separate species, C3H6ClN in total, computed with ωB97M-V with the def2-TZVPD basis set.

Calculated values
- Kohn-Sham gap (alpha / beta): 10.141 / 7.458 eV
- LUMO (alpha / beta): 0.0177 / -0.0161 hartree
- 2S+1: 1
- HOMO energy (alpha / beta): -9.66 / -7.90 eV

Element x y z (Å)
C1 -0.0871 -1.1316 -0.1044
C2 0.1440 -1.9895 1.0566
C3 -0.9010 2.1474 -1.6724
N1 0.6836 -0.2483 -0.5177
Cl1 -0.4807 3.0693 -0.3796
H1 -1.1444 -1.4673 -0.4479
H2 1.1665 -1.9201 1.4665
H3 0.0058 -3.0238 0.8288
H4 -0.3727 -1.6735 1.9323
H5 -1.7795 1.5399 -1.6288
H6 -0.1933 2.0650 -2.5826

=====

The molecule C4H5N3O, computed with ωB97M-V with the def2-TZVPD basis set.

Calculated values
- SMILES: C1=C2N=NC[C@@H]2ON1
- Kohn-Sham gap: 8.621 eV
- LUMO: 0.0056 hartree
- 2S+1: 1
- HOMO energy: -8.47 eV

Element x y z (Å)
C1 1.4684 -0.5818 -0.8266
C2 0.0705 -0.0612 1.0805
C3 -1.1353 0.4607 1.1493
C4 -0.0345 -0.6895 -0.4696
H1 1.4327 0.2609 -1.7084
H2 2.0566 -1.5328 -1.1993
H3 -1.5602 1.1685 1.7937
H4 -2.5185 1.5231 -0.1761
H5 -0.3745 -1.7533 -0.3829
N1 2.1571 0.0694 0.4820
N2 1.3604 0.3124 1.4190
N3 -1.8876 0.6002 -0.0266
O1 -1.0351 0.2234 -1.1350

=====

Number 1: maximum force 2.9 eV Å⁻¹. Number 2: maximum force 3.3 eV Å⁻¹. Number 3: maximum force 4.6 eV Å⁻¹.